Record 1
Molecular formula: C32H40ClF4N5ORuSTe
Method: DFT, the ωB97M-V functional and the def2-TZVPD basis

Geometry as ORCA input:
```
! RIJCOSX wB97M-V def2-TZVPD def2/J DEFGRID3
* xyz 1 2
Te -0.90091 -1.80039 0.24921
Ru 0.45916 0.35375 0.46376
Cl -2.87605 10.98681 5.46531
S 1.45856 -4.01090 0.97353
F -0.11301 0.35103 2.80166
F -0.30463 -0.54475 5.33990
F 4.25232 -1.71108 5.26452
F 4.45661 -0.87453 2.74684
O -3.32628 6.53580 1.62662
N 1.73842 0.57096 -1.21834
N -2.56510 3.17133 0.48347
N -3.04481 2.63785 -0.65916
N -1.27797 1.47217 0.04947
N 2.14177 0.20724 1.38129
C 2.17095 -0.24271 2.69637
C -0.89216 7.84397 2.89533
C 0.98191 -0.19583 3.42312
C 3.27610 -0.76626 3.37111
C -0.22671 6.78408 2.04443
C 0.87254 -0.63771 4.72100
C 1.60468 -4.94509 -1.38920
C 1.15831 1.50969 -2.23069
C -3.17564 4.35348 1.09080
C 0.65368 -3.89318 -1.43905
C -0.98487 9.16326 2.46445
C -2.26340 6.15949 -0.55248
C -1.08953 5.55345 1.72671
C 0.48167 -3.27420 -0.22830
C 3.15358 -1.58867 -1.26419
C 3.34724 0.66058 0.70729
C -2.11045 9.78486 4.47935
C -3.56106 5.88791 -1.32735
C 0.14857 0.85980 -3.16244
C -1.53053 2.46214 0.90989
C -2.25376 1.62698 -0.89237
C -2.03658 7.67507 -0.63080
C 1.97354 -1.15695 5.37123
C -1.41428 7.52230 4.14827
C 2.16397 -0.67027 -1.94780
C 2.89890 1.27977 -0.60012
C -1.09242 5.46949 -1.26495
C -2.41043 5.69419 0.93993
C 3.16816 -1.20925 4.67867
C -1.59150 10.13765 3.24719
C 2.13187 -5.10906 -0.14179
C -2.02176 8.47943 4.94143
H -3.50711 6.37876 -2.30015
H -1.35279 5.08619 2.68201
H 1.25418 -1.22086 -2.16710
H 0.10570 -3.61355 -2.32850
H 2.86284 -5.83517 0.17701
H 4.16531 -1.18568 -1.26024
H 1.90160 -1.51460 6.38808
H 1.98386 1.91750 -2.82496
H 0.71835 2.34031 -1.67657
H -1.65825 11.16093 2.90517
H 3.85594 1.42840 1.29775
H -2.85739 8.22804 -0.17469
H -0.54613 0.22183 -2.61834
H 0.64019 0.24756 -3.91437
H -4.42090 6.30239 -0.79807
H -4.16719 4.44120 0.65951
H -2.87890 7.33695 1.92648
H -0.44752 4.84421 1.19944
H -0.57051 9.44652 1.50490
H -0.12798 5.75070 -0.83641
H -1.99419 7.96764 -1.68128
H 3.73134 1.33750 -1.30766
H -3.29035 4.15409 2.15491
H -1.17257 4.37987 -1.25650
H 3.17971 -2.51978 -1.83105
H 2.56328 2.30401 -0.41410
H -1.08292 5.77895 -2.31179
H 1.87580 -5.55789 -2.23654
H -2.42408 8.22339 5.91155
H 4.05805 -0.14607 0.56111
H -1.10406 7.99494 -0.17432
H -0.40403 1.63764 -3.68923
H -1.34740 6.50566 4.51808
H 0.64951 6.41372 2.58551
H -2.39267 0.96420 -1.72705
H 0.16268 7.23580 1.13370
H 2.85279 -1.83736 -0.24863
H -0.99671 2.66342 1.82302
H -3.73572 4.82849 -1.50764
H 2.59339 -0.33833 -2.90087
*
```

Values from the calculation:
- energy relative to the best compared isomer or geometry (same formula, charge and spin) (kcal per mole) = 0.0
- E_HOMO (alpha / beta) (eV) = -10.6 / -10.7

=====

Record 2
Molecular formula: C32H40F15NO15
Method: DFT, the ωB97M-V functional and the def2-TZVPD basis

Geometry as ORCA input:
```
! RIJCOSX wB97M-V def2-TZVPD def2/J DEFGRID3
* xyz 0 1
F 6.57743 2.77656 1.49943
F 4.88811 1.82752 6.60522
F -2.92222 -2.99700 -0.59232
F -2.17314 -9.08320 -6.70134
F -1.34213 -2.61860 -2.02127
F 6.70981 0.94145 7.37890
F -3.47029 -8.14336 -8.15805
F -0.83476 2.23871 5.43385
F 4.80996 -0.05383 7.67128
F -1.32690 -4.43859 -0.84171
F -2.06337 2.44904 7.20272
F 7.60912 4.15513 2.81271
F 6.85114 4.83881 0.89971
F -3.51876 -10.29176 -7.90002
F -2.12687 3.96561 5.65909
O -0.57835 2.99836 -3.55550
O -4.09597 -4.56224 -2.43335
O -4.57428 -10.06311 -5.47346
O -0.73228 2.17013 -0.04008
O -0.18759 4.10473 8.19621
O -5.05986 -7.92527 -6.00996
O 5.54886 -1.27737 5.39433
O 9.07079 2.27325 0.70094
O -2.15381 -4.58564 -3.58802
O 9.47802 4.49451 0.65082
O -4.37162 3.95986 -1.05026
O 0.68098 4.29203 6.11872
O 6.16319 0.73316 4.56638
O -1.72749 4.16332 0.18967
O -5.45205 2.36789 -3.26460
N -1.24872 0.28164 -3.76511
C -3.66477 3.21075 -1.91255
C -1.32896 3.11180 6.31840
C -3.48894 1.07141 -3.24142
C -0.19965 3.89266 7.02122
C -5.52366 -10.03746 -4.38388
C -2.93818 -4.29885 -2.56440
C 10.70339 4.06441 -1.41541
C -1.53284 4.36443 -1.21482
C -3.38848 -9.12500 -7.26651
C -2.77441 -5.28798 -4.68901
C -5.64564 3.47515 -0.59914
C -2.15938 1.24220 -3.34894
C -4.46645 -8.94988 -6.17638
C 5.52524 0.66755 6.81691
C -2.11836 -3.56985 -1.47976
C 7.41650 3.81060 1.53347
C 5.16153 0.00421 2.46442
C -1.73741 2.73045 2.06394
C 2.87709 4.15474 7.16895
C -2.33748 3.39613 -2.03468
C -4.32446 2.20996 -2.83889
C 5.73478 -0.10191 5.49642
C -6.93186 -10.27817 -4.87917
C -6.93386 1.77352 0.70981
C -1.60019 2.60049 -3.03443
C 1.79976 5.05983 6.61474
C 10.78718 4.27586 0.07954
C -5.52690 2.22110 0.25688
C -3.51102 -4.33518 -5.60250
C 8.76125 3.41190 0.89301
C 6.43326 0.15964 3.26674
C -1.34226 2.95785 0.63697
H -1.82377 5.39447 -1.42021
H 4.48605 -0.71010 2.93415
H 11.70561 3.98073 -1.83383
H 1.44726 5.77777 7.35400
H 6.95236 -0.78998 3.38959
H 10.15425 3.15403 -1.65243
H -6.04734 4.27748 0.02306
H -0.88054 2.99417 2.68903
H 10.19370 4.90255 -1.89067
H -6.98514 -11.21426 -5.43516
H -4.34457 -3.86207 -5.08441
H -5.43835 -9.09022 -3.85323
H 2.51962 3.61151 8.04330
H -2.84094 -3.55040 -5.95489
H -5.20130 -10.83338 -3.71695
H 7.11303 0.85460 2.78757
H -6.33750 3.33077 -1.42501
H -3.96140 0.12850 -3.48546
H -1.27874 -0.55572 -3.19727
H 3.17735 3.42952 6.41884
H 11.34703 5.17719 0.31698
H -0.30487 0.65105 -3.76057
H -0.48314 4.25168 -1.48342
H -1.93406 1.67209 2.21610
H 5.39782 -0.35108 1.46217
H -3.43575 -6.06192 -4.30201
H -7.61674 -10.33274 -4.03395
H 2.16189 5.61264 5.75093
H -4.94648 2.49671 1.13980
H -7.08168 0.70935 0.53381
H -2.59100 3.34466 2.34141
H -7.25928 -9.47327 -5.53601
H 11.26312 3.43473 0.58132
H -7.07231 1.96449 1.77389
H -5.02319 1.42238 -0.28947
H 3.74594 4.74386 7.46009
H -3.90320 -4.87896 -6.46094
H -1.95332 -5.77239 -5.21259
H -7.71475 2.32606 0.18356
H 4.64255 0.95938 2.38446
*
```

Values from the calculation:
- E_HOMO (eV) = -8.7

=====

Record 3
Molecular formula: C32H40F8INO3PSSbSe4W
Method: DFT, the ωB97M-V functional and the def2-TZVPD basis

Geometry as ORCA input:
```
! RIJCOSX wB97M-V def2-TZVPD def2/J DEFGRID3
* xyz -2 1
W -1.52547 1.85175 -1.16794
I -2.65947 5.25525 -2.85904
Sb -1.26907 -1.46255 -4.20324
Se -1.42957 0.31905 -2.64574
Se 0.65343 -2.98435 -4.25214
Se -1.51597 -0.81235 -6.52894
Se -2.74657 -3.38695 -3.86184
S -4.07917 1.72725 -2.27524
P 1.19313 -0.55985 0.17906
F -4.65147 4.97755 2.55656
F -0.42557 2.85065 -0.22064
F 1.51883 0.34815 -4.23374
F -2.20137 4.32035 1.58586
F 2.16183 2.05845 -5.37334
F 3.44383 1.23395 -3.84684
F -6.72067 2.59505 -0.97854
F -6.91377 4.10725 1.27126
O 1.90583 3.61425 -3.03744
O 0.73063 1.85695 -2.29894
O 0.02473 0.37435 -0.04414
N -2.55707 0.54945 0.12836
C 1.44103 -4.39735 0.13026
C 4.02363 1.98775 0.72146
C 2.15523 1.51895 -4.15154
C -3.50087 0.65955 2.38416
C 1.68713 -0.49685 1.99946
C -3.56397 -0.40575 -0.12604
C -5.69377 3.79185 0.77866
C 2.68663 0.24025 -0.60694
C 1.10943 -2.58995 3.40136
C 0.17433 -1.73065 4.24386
C 0.68283 0.26705 2.85416
C 0.81193 -2.09085 -0.81104
C -3.12197 3.13975 -0.24984
C 1.54423 2.45915 -3.05464
C -4.53317 -0.23145 2.06086
C 1.78393 -3.26585 -0.83084
C -2.55837 1.00635 1.46556
C -4.52107 -0.77235 0.76036
C 4.01883 -0.48265 -0.43164
C 2.79663 1.70685 -0.13734
C 5.30553 1.68435 -0.05384
C -0.64247 -2.56025 -0.73744
C 2.18753 -1.75735 2.70936
C -3.30797 3.89745 0.89706
C 5.15883 0.41575 -0.90884
C -4.55227 4.23435 1.42566
C -0.42587 -0.63705 3.36936
C -0.01407 -4.82445 -0.02084
C -5.59177 3.02905 -0.37704
C -4.32967 2.72175 -0.87164
C -1.47607 3.39745 -2.98654
C -0.92827 -3.64645 0.27876
H -0.22647 -5.65535 0.65306
H 5.54103 2.52615 -0.70634
H -1.14877 -0.04665 3.93466
H -0.18797 -5.15885 -1.04594
H 0.71893 -1.27255 5.07546
H 0.91883 -1.59035 -1.79564
H 4.18153 -0.76225 0.61156
H 1.63513 -4.10535 1.16486
H -1.97477 -3.94285 0.18226
H 1.21203 0.71225 3.70626
H 4.02953 -1.39005 -1.03324
H 2.09463 -5.23765 -0.10944
H 4.00953 1.40665 1.64656
H 0.50563 -3.10965 2.65916
H 2.56463 0.14995 1.90776
H 2.89313 -1.42735 3.48176
H 2.74553 -2.38395 2.00916
H 6.09343 -0.14715 -0.89744
H -0.88767 -3.01905 -1.71164
H 2.86223 2.36485 -1.00544
H 2.80523 -2.93115 -0.65144
H -1.30837 -1.70695 -0.55484
H -3.43417 1.08285 3.37796
H 6.13383 1.58285 0.65416
H -0.95527 -1.08455 2.52366
H 1.74283 -3.67575 -1.84944
H -1.72707 1.66645 1.72096
H -3.56567 -0.83395 -1.12864
H 0.27023 1.08825 2.26276
H -1.75897 3.00265 -3.99194
H -0.45827 3.81245 -3.12634
H -5.29777 -0.49385 2.77316
H -0.77517 -3.28625 1.29966
H -5.26347 -1.49275 0.44986
H 1.89103 2.00365 0.40506
H 1.59723 -3.34595 4.02546
H -0.61677 -2.35335 4.66816
H 4.00113 3.03825 1.01556
H 2.43483 0.22685 -1.67414
H 4.96113 0.68785 -1.94504
*
```

Values from the calculation:
- E_HOMO (eV) = -1.3

=====

Record 4
Molecular formula: C32H40F8O26
Method: DFT, the ωB97M-V functional and the def2-TZVPD basis

Geometry as ORCA input:
```
! RIJCOSX wB97M-V def2-TZVPD def2/J DEFGRID3
* xyz 0 1
F -0.80400 -1.12183 6.93814
F -0.21254 -1.84390 -1.46755
F -0.87244 -0.20372 -4.70613
F -0.33109 6.00493 3.80052
F -6.22388 2.77987 -0.59931
F -3.51112 -5.23150 -0.83749
F -0.14230 -4.95615 0.16146
F 0.86800 -2.76662 -6.96417
O 0.87992 0.16110 0.43050
O 0.15380 -2.30043 5.24324
O 2.23087 -1.48924 -5.64535
O 0.54955 2.52145 -5.60129
O 1.20218 3.37993 -3.62395
O -4.41469 -3.17065 -1.20659
O -0.48123 1.81069 -3.66234
O 1.09692 -2.33552 -3.95390
O -0.47009 3.75612 3.59859
O -1.02715 3.73320 1.44518
O 2.38875 4.53985 0.09811
O -0.97191 -0.93027 0.50838
O 0.20812 -0.75100 2.44206
O 3.90215 0.89960 2.28613
O -4.70345 -2.80112 0.93472
O 1.84493 -5.30913 -0.77784
O 2.94747 -3.67617 -1.95561
O -3.89720 0.72296 -0.28827
O -5.53592 0.99354 -1.69720
O -3.52085 0.49015 -2.48988
O -0.53543 -4.31929 4.48333
O -6.13759 -1.98127 -0.63113
O 1.88757 -0.29666 -3.72244
O -1.28159 1.88272 2.76349
O -1.86354 -2.49956 4.13939
O 2.41179 -3.38726 0.24575
C -0.54821 1.65136 -6.03617
C 1.74903 -4.16333 1.21711
C 1.76231 -1.28656 -4.34643
C 1.96176 3.22006 -0.41481
C -0.97422 2.99906 2.56967
C 2.78611 -0.54913 3.82569
C 1.46809 -3.38634 -4.78491
C -0.75144 -3.17517 4.61213
C -5.08097 0.92317 0.54483
C -3.31474 -3.86298 -0.62866
C 0.15867 4.89946 3.07240
C -0.43356 5.08128 1.68297
C 3.87867 3.92365 -1.65485
C 0.27097 0.44203 -0.79043
C 2.42125 -4.09143 -0.93211
C 2.42487 0.93842 4.10702
C -1.17084 1.12586 -4.71486
C -0.51012 -1.13257 5.57874
C -4.25044 0.75486 -1.55861
C 1.13359 -5.30304 0.43664
C -6.12743 1.41002 -0.49650
C 0.51662 2.64017 -4.25537
C 3.49392 5.01599 -0.66799
C 3.69973 -0.52209 2.54813
C -1.83775 -1.17842 4.76108
C -0.73952 -0.67543 -0.88362
C -3.48264 -3.54713 0.83990
C 2.74484 1.54407 2.74513
C 1.87366 -2.76833 -6.04646
C 0.06387 -0.51656 1.27846
C 3.20785 2.67736 -1.02060
C -5.17585 -2.60164 -0.24167
H 0.55458 -4.02114 -4.97270
H -2.73808 -1.08906 5.39471
H -2.68513 -2.98298 1.24191
H 3.14742 1.41568 4.71332
H 1.63873 2.63891 0.45254
H -1.87124 -0.49201 3.94664
H 1.38596 1.21287 4.33960
H 1.84659 -1.13255 3.69737
H 3.26232 -0.92942 4.69895
H 1.23883 4.81961 3.20210
H -5.46351 -0.03385 0.88855
H -3.63139 -4.45161 1.38309
H 3.59282 4.01735 -2.72281
H 1.88501 1.45579 2.06983
H 4.96478 3.65425 -1.72690
H 3.06655 2.56794 2.73915
H 2.75236 -3.22530 -6.48147
H 3.00367 1.85986 -1.69940
H -0.16064 0.85025 -6.69038
H 3.10924 -1.01739 1.76919
H 0.97059 0.46037 -1.60014
H -1.68063 -0.35835 -1.27324
H 2.50342 -4.41604 1.98472
H -2.38437 -3.68672 -1.09192
H -1.24068 5.79795 1.87204
H -1.24343 2.27909 -6.59336
H 4.66555 -0.95256 2.66861
H 4.27800 5.21604 0.07746
H 3.25530 5.98380 -1.20997
H 0.15743 -0.33236 5.37564
H -2.28280 1.13231 -4.58722
H 3.74757 2.23316 -0.16098
H 1.18285 3.30980 -1.12203
H -7.13833 0.99284 -0.39304
H -4.97087 1.56366 1.39185
H 1.22307 -6.29468 0.90827
H 2.22972 -3.99689 -4.33584
H 1.05190 -3.51975 1.73391
H 0.24931 5.28501 0.87268
H -0.32454 1.39465 -0.79510
*
```

Values from the calculation:
- energy relative to the best compared isomer or geometry (same formula, charge and spin) (kcal per mole) = 0.0
- E_HOMO (eV) = -9.5

=====

Number 1: total energy -3212.90272 Ha. Number 2: total energy -3924.79071 Ha. Number 3: total energy -13273.14113 Ha. Number 4: total energy -3998.61436 Ha.